# 1
Molecular formula: C34H92BO10
Method: DFT, ωB97M-V/def2-TZVPD

XYZ file:
```
137
Properties=species:S:1:pos:R:3:lowdin_charge:R:1
C 0.56822 4.01404 8.10649 -0.104
C 0.88963 5.42350 7.60461 -0.274
C 2.11731 5.38680 6.71814 -0.231
C 2.49637 6.69621 6.03027 -0.215
C 1.37332 7.41392 5.29564 -0.235
C 0.99602 6.80393 3.94270 -0.206
C 0.14491 5.53025 4.10205 -0.275
C -0.94119 5.30986 3.04553 -0.249
B -1.59216 3.80246 3.21485 -0.513
C -3.04943 3.58893 2.48306 -0.229
C -3.79737 2.35054 3.03483 -0.255
C -4.31741 1.38778 1.95815 -0.226
C -3.26246 0.37230 1.52506 -0.194
C -3.87855 -0.91575 0.92897 -0.218
C -3.30490 -1.32003 -0.42187 -0.229
C -3.53099 -2.79808 -0.73369 -0.208
C -3.28306 -3.13462 -2.20961 -0.215
C -1.92468 -3.77809 -2.45475 -0.213
C -1.72313 -4.20375 -3.91813 -0.205
C -0.55506 -3.44626 -4.56886 -0.223
C -0.37231 -3.79845 -6.03638 -0.197
C 0.43697 -5.09735 -6.24678 -0.193
C 1.41403 -4.97502 -7.42919 -0.209
C 2.85302 -4.64923 -6.96990 -0.248
C 3.74625 -5.90933 -6.95864 -0.107
H -0.38067 4.03297 8.63721 0.051
H 0.46729 3.33809 7.26122 0.069
H 1.36245 3.67135 8.76635 0.070
H 0.01145 5.76692 7.06095 0.083
H 1.00788 6.08073 8.46699 0.099
H 2.96316 5.03817 7.31521 0.108
H 1.93978 4.62140 5.96204 0.099
H 2.89651 7.37290 6.79024 0.099
H 3.30782 6.48285 5.33295 0.103
H 1.69835 8.44631 5.13844 0.096
H 0.46960 7.46610 5.90229 0.097
H 1.92582 6.52776 3.44254 0.101
H 0.45430 7.54298 3.35598 0.098
H -0.35949 5.52119 5.06897 0.082
H 0.79786 4.65551 4.06729 0.096
H -1.69417 6.09605 3.19477 0.078
H -0.49127 5.47824 2.05882 0.075
H -0.76608 2.96936 2.81793 0.053
H -1.75591 3.62619 4.43801 0.054
H -2.93102 3.43472 1.40345 0.068
H -3.69946 4.46234 2.60099 0.070
H -3.08782 1.78793 3.64392 0.077
H -4.59755 2.64310 3.71695 0.094
H -5.14700 0.81422 2.38554 0.050
H -4.68728 1.94467 1.09678 0.108
H -2.66579 0.07734 2.38309 0.105
H -2.57298 0.81570 0.80673 0.109
H -4.95230 -0.75197 0.83590 0.103
H -3.72736 -1.73351 1.63363 0.099
H -2.23026 -1.13342 -0.39956 0.096
H -3.74744 -0.69237 -1.19722 0.111
H -2.84702 -3.37110 -0.10864 0.100
H -4.55330 -3.06497 -0.46784 0.108
H -3.34017 -2.22426 -2.80079 0.103
H -4.04964 -3.81353 -2.58337 0.106
H -1.79620 -4.63169 -1.79099 0.107
H -1.13410 -3.06548 -2.21455 0.103
H -1.52309 -5.27154 -4.01088 0.108
H -2.61601 -3.99201 -4.50770 0.106
H -0.73197 -2.38148 -4.43427 0.103
H 0.34032 -3.70390 -4.00063 0.110
H -1.35545 -3.96336 -6.47695 0.110
H 0.11109 -2.99059 -6.58138 0.098
H -0.23387 -5.93177 -6.43496 0.082
H 0.99652 -5.31305 -5.33803 0.106
H 1.44328 -5.89175 -8.01551 0.085
H 1.08914 -4.18084 -8.09749 0.098
H 2.84890 -4.27273 -5.94982 0.101
H 3.29294 -3.88077 -7.60079 0.088
H 4.32402 -5.98545 -6.04262 0.066
H 4.40945 -5.92025 -7.82148 0.066
H 3.13410 -6.80563 -7.02731 0.060
C 0.65018 -1.41033 0.92696 -0.154
O -0.56049 -1.79422 1.57393 -0.123
H 0.80254 -0.35459 1.14123 0.086
H 1.50256 -1.97893 1.29661 0.062
H 0.57447 -1.54823 -0.15780 0.072
H -0.70738 -2.72599 1.39417 0.068
C -2.07325 6.48120 10.27677 -0.156
O -0.70379 6.41331 10.65552 -0.128
H -2.33576 5.51767 9.84748 0.069
H -2.71853 6.67069 11.13978 0.071
H -2.24124 7.25585 9.52412 0.079
H -0.45426 7.26069 11.03087 0.070
C -6.14932 -0.88410 4.02161 -0.159
O -5.80275 -0.57151 5.36444 -0.120
H -7.06498 -1.47149 4.05178 0.076
H -6.32786 0.01992 3.43355 0.060
H -5.36764 -1.47346 3.53476 0.073
H -4.99001 -0.05294 5.33915 0.055
C -2.80605 2.81281 6.99072 -0.167
O -3.57266 1.69299 6.55537 -0.134
H -1.77099 2.61652 6.73314 0.061
H -3.11829 3.72655 6.48136 0.076
H -2.89034 2.94186 8.07581 0.065
H -4.49847 1.85136 6.75518 0.067
C 5.63414 -1.94064 -6.64699 -0.145
O 5.97388 -3.23733 -6.14242 -0.143
H 5.92446 -1.19563 -5.91163 0.077
H 6.17057 -1.74600 -7.58090 0.081
H 4.56306 -1.85847 -6.81697 0.052
H 5.70452 -3.88109 -6.80253 0.049
C 4.08161 -0.81623 0.00046 -0.152
O 3.70327 -2.18155 0.15407 -0.137
H 3.19100 -0.26611 -0.29196 0.072
H 4.45808 -0.39879 0.93732 0.081
H 4.84015 -0.69867 -0.77799 0.073
H 4.48260 -2.67829 0.41387 0.072
C -0.62074 -8.67395 -7.33181 -0.160
O -1.82062 -7.92129 -7.18949 -0.127
H 0.12833 -8.00922 -7.75499 0.061
H -0.26704 -9.03419 -6.36218 0.080
H -0.76538 -9.52115 -8.00757 0.075
H -2.49177 -8.49518 -6.81307 0.072
C 2.60473 -0.08617 -5.03881 -0.144
O 3.38094 0.24131 -6.19498 -0.139
H 3.22737 -0.70351 -4.39385 0.078
H 2.31194 0.81447 -4.50042 0.069
H 1.70726 -0.64437 -5.30943 0.066
H 2.82657 0.78566 -6.75885 0.073
C 8.55937 -2.31080 -4.40616 -0.167
O 9.69417 -2.95982 -3.83090 -0.129
H 8.66590 -1.24558 -4.21452 0.078
H 8.51349 -2.47908 -5.48304 0.069
H 7.63143 -2.66525 -3.95443 0.073
H 9.60300 -3.90071 -3.99645 0.067
C -1.61124 1.17495 -4.70884 -0.151
O -0.34846 0.83024 -4.14763 -0.137
H -1.60976 0.83097 -5.74132 0.075
H -2.43052 0.68795 -4.17762 0.071
H -1.77049 2.25580 -4.69638 0.077
H -0.34224 1.12978 -3.23301 0.082
```

Values from the calculation:
total charge: -1
ΔE to the lowest compared entry with this formula, charge and spin: 22.1 kJ/mol

=====

# 2
Molecular formula: C3H10S2
Method: DFT, ωB97M-V/def2-TZVPD

XYZ file:
```
15
Properties=species:S:1:pos:R:3:nbo_charge:R:1
S 3.40413 1.09026 -0.14822 -0.159
S 3.74455 0.00695 1.70558 -0.120
H 2.22020 0.49758 -0.59483 0.146
H 2.56322 -0.57078 1.66107 0.131
C -1.16647 -0.05342 -1.54551 -0.603
C -0.63300 -0.47866 -0.10033 -0.389
C -1.34407 0.14889 1.01481 -0.616
H -2.36912 -0.22165 -1.51038 0.197
H -0.70411 -0.70562 -2.30614 0.212
H -1.02209 0.99960 -1.78191 0.203
H 0.48938 -0.27029 -0.06459 0.173
H -0.68701 -1.59608 -0.20891 0.198
H -0.96571 -0.10139 2.01368 0.215
H -1.11741 1.28551 0.84364 0.202
H -2.41248 -0.03088 1.02204 0.212
```

Values from the calculation:
ΔE to the lowest compared entry with this formula, charge and spin: 112.7 kJ/mol
SMILES: CCC.SS

=====

# 3
Molecular formula: C8H20F2Li4N2O11S2
Method: DFT, ωB97M-V/def2-TZVPD

XYZ file:
```
49
Properties=species:S:1:pos:R:3:nbo_charge:R:1
Li -5.42770 15.23103 -18.95238 0.979
Li -6.35769 15.30240 -23.96339 0.946
Li -5.02620 12.92268 -20.89600 0.933
Li -6.17919 18.18131 -23.72435 0.964
N -5.33517 16.79642 -24.77309 -1.388
S -3.71125 16.33672 -24.67324 2.426
O -2.73220 17.03913 -25.43600 -0.788
O -3.61455 14.92696 -24.42744 -0.900
F -3.56427 16.99955 -23.21309 -0.520
S -5.37426 16.97333 -26.35383 2.422
O -4.93203 15.94929 -27.25033 -0.824
O -5.21017 18.33706 -26.76210 -0.850
F -7.00412 16.75740 -26.35262 -0.529
N -5.77840 16.14692 -21.40388 0.743
O -5.27164 16.58263 -20.35378 -0.534
O -6.46373 16.86520 -22.14770 -0.527
O -5.61877 14.92273 -21.67328 -0.608
C -9.91945 24.10049 -19.03969 -0.254
O -9.38373 22.81889 -19.20061 -0.535
C -8.00235 22.74524 -18.90452 -0.077
C -7.39708 21.58318 -19.64839 -0.090
O -8.09644 20.40075 -19.26301 -0.524
C -7.39408 19.24930 -19.67201 -0.239
H -9.76693 24.51272 -18.03633 0.170
H -10.98923 24.14455 -19.22867 0.204
H -9.47614 24.84337 -19.71499 0.163
H -7.81281 22.74235 -17.82757 0.181
H -7.58445 23.68516 -19.28864 0.177
H -6.33792 21.50234 -19.39161 0.173
H -7.58518 21.76778 -20.71130 0.174
H -6.49386 19.11081 -19.06001 0.158
H -7.12749 19.32637 -20.72826 0.140
H -8.03034 18.39671 -19.43205 0.182
C -2.27638 13.93737 -22.02945 -0.270
O -3.41470 13.11947 -22.24144 -0.618
C -3.05135 11.81459 -22.71215 -0.094
C -4.33343 11.00918 -22.79840 -0.098
O -4.94642 11.03762 -21.51160 -0.633
C -5.81628 9.94117 -21.24053 -0.277
H -1.70798 13.65335 -21.13627 0.184
H -2.57315 14.97674 -21.88211 0.196
H -1.59193 13.91501 -22.87836 0.215
H -2.48875 11.37086 -21.88098 0.191
H -2.43641 11.77826 -23.60928 0.228
H -4.16117 10.02357 -23.23294 0.230
H -5.01853 11.47523 -23.51799 0.180
H -5.29933 8.98466 -21.38055 0.207
H -6.61470 9.83595 -21.97952 0.197
H -6.17344 9.91428 -20.21612 0.212
```

Values from the calculation:
total charge: +2

=====

| no. | LUMO (eV) |
| --- | --- |
| 1 | 1.765 |
| 2 | -0.061 |
| 3 | -8.262 |